(1)
ORCA calculation (the ωB97M-V functional and the def2-TZVPD basis) on an isolated molecule of CH5NOS.

The multiplicity is 1. As for the SMILES: OCNS. The total energy is -569.23901 Ha. The HOMO energy is -0.3466 Ha.

```
9
Properties=species:S:1:pos:R:3:lowdin_charge:R:1
C 0.66 0.04 -0.30 -0.318
N -0.61 -0.51 0.35 -0.463
O 1.59 1.05 0.19 -0.080
S -2.00 0.47 0.22 0.684
H 0.31 0.37 -1.29 0.097
H -2.57 -0.26 -0.75 -0.150
H 1.30 -0.84 -0.42 0.109
H -0.44 -0.76 1.32 0.049
H 1.12 1.88 0.33 0.072
```


(2)
ORCA calculation (the ωB97M-V functional and the def2-TZVPD basis) on a cluster of 2 separate species, CH5NOS in total.

The multiplicity is 2. The total energy is -568.88061 Ha. As for the charge: +1. The HOMO energy (spin up / spin down) is -0.5361 / -0.4439 Ha.

```
9
Properties=species:S:1:pos:R:3:mulliken_spin:R:1
S -0.16 -3.43 4.05 0.374
H -0.43 -2.28 4.68 -0.008
H 0.32 -2.62 3.13 -0.009
C -0.43 1.40 -2.34 -0.036
N 0.67 1.11 -1.60 0.059
O -1.22 2.33 -2.13 0.581
H -0.93 0.75 -3.04 0.041
H 0.58 1.65 -0.74 0.001
H 1.60 1.09 -2.01 -0.003
```


(3)
ORCA calculation (the ωB97M-V functional and the def2-TZVPD basis) on a cluster of 2 separate species, CH5NOS2 in total.

The multiplicity is 1. As for the SMILES: NC=O.SS. The total energy is -967.43377 Ha. The HOMO energy is -0.3214 Ha.

```
10
Properties=species:S:1:pos:R:3:lowdin_charge:R:1
S 3.81 -1.00 0.04 0.160
S 3.20 0.82 0.68 0.130
H 2.68 -1.78 -0.11 -0.178
H 3.79 1.73 -0.34 -0.112
C -1.88 0.40 -0.54 -0.327
N -2.67 -0.18 0.47 0.069
O -0.86 -0.26 -0.78 -0.024
H -2.16 1.38 -0.92 0.118
H -2.23 -0.83 1.11 0.084
H -3.68 -0.29 0.41 0.079
```


(4)
ORCA calculation (the ωB97M-V functional and the def2-TZVPD basis) on a cluster of 2 separate species, CH5NOS2 in total.

The multiplicity is 1. As for the SMILES: NC=O.SS. The total energy is -967.45709 Ha. The HOMO energy is -0.3207 Ha.

```
10
Properties=species:S:1:pos:R:3:lowdin_charge:R:1
S 1.33 -0.48 -1.14 0.242
S 0.85 1.52 -0.73 0.247
H 2.15 -0.26 -2.17 -0.210
H 1.74 2.10 -1.54 -0.204
C -1.61 -1.03 1.66 -0.421
N -2.01 -0.34 0.55 0.106
O -0.56 -0.88 2.22 0.016
H -2.37 -1.73 2.04 0.122
H -1.24 0.10 0.05 0.002
H -2.59 -0.87 -0.10 0.098
```


(5)
ORCA calculation (the ωB97M-V functional and the def2-TZVPD basis) on a cluster of 2 separate species, CH5NS in total.

The multiplicity is 1. As for the SMILES: C=N.S. The total energy is -493.99267 Ha. The HOMO energy is -0.3620 Ha.

```
8
Properties=species:S:1:pos:R:3:lowdin_charge:R:1
S 2.66 2.91 -6.30 0.465
H 3.04 3.00 -5.03 -0.240
C -1.20 -1.77 3.17 -0.166
N -1.81 -2.27 4.16 0.014
H -1.00 -0.73 2.89 0.061
H -0.74 -2.44 2.43 0.052
H 1.37 2.82 -5.95 -0.225
H -2.32 -1.52 4.64 0.039
```


(6)
ORCA calculation (the ωB97M-V functional and the def2-TZVPD basis) on a cluster of 2 separate species, CH5NS2 in total.

The multiplicity is 1. The total energy is -892.14540 Ha. The HOMO energy is -0.3173 Ha.

```
9
Properties=species:S:1:pos:R:3:lowdin_charge:R:1
C -1.93 -0.03 -0.41 -0.453
N 1.72 0.60 0.45 0.025
S -1.26 -1.09 0.65 0.398
S 0.17 -2.11 -0.23 0.054
H 1.81 1.35 -0.02 -0.108
H -2.78 0.68 -0.10 0.037
H -1.78 0.24 -1.50 0.051
H 1.79 -0.24 -0.16 -0.051
H 2.27 0.60 1.33 0.047
```


(7)
ORCA calculation (the ωB97M-V functional and the def2-TZVPD basis) on a cluster of 2 separate species, CH5O in total.

The multiplicity is 2. The total energy is -116.25247 Ha. The HOMO energy (spin up / spin down) is -0.3430 / -0.4204 Ha.

```
7
Properties=species:S:1:pos:R:3:mulliken_spin:R:1
H 0.70 0.01 -0.04 -0.004
C -2.26 -0.01 -0.02 0.895
H -2.35 1.05 -0.22 0.032
H -2.34 -0.72 -0.84 0.034
H -2.33 -0.37 1.01 0.034
O 1.68 0.03 -0.05 0.012
H 1.94 -0.90 0.00 -0.002
```


(8)
ORCA calculation (the ωB97M-V functional and the def2-TZVPD basis) on a structure of composition CH5O2.

The multiplicity is 1. The total energy is -191.56983 Ha. As for the charge: -1. The HOMO energy is -0.1205 Ha.

```
8
Properties=species:S:1:pos:R:3:lowdin_charge:R:1
C 0.70 -0.21 -0.83 -0.340
O 0.27 0.89 -0.08 -0.354
H -0.16 -0.82 -1.14 0.043
H 1.25 0.07 -1.73 0.037
H 1.33 -0.87 -0.22 0.047
H -1.88 0.51 1.37 -0.052
H -0.40 0.40 0.88 -0.049
O -1.11 0.04 1.74 -0.333
```